Record 1
A molecular structure, C18H28ClN2O3Pd, computed with wB97M-V/def2-TZVPD.

Atoms and positions in Å:
Pd: -0.84 0.49 -0.42
C: -0.09 -1.60 -2.55
O: 0.34 -1.26 -1.24
C: 1.66 -1.68 -0.99
C: 2.18 -1.22 0.36
O: 2.39 0.16 0.52
C: 3.45 0.68 -0.25
C: 3.58 2.17 0.03
O: 2.44 2.94 -0.21
C: 1.87 2.77 -1.49
H: -0.12 -2.69 -2.66
H: 0.59 -1.18 -3.30
H: -1.09 -1.20 -2.67
H: 2.32 -1.36 -1.80
H: 1.68 -2.79 -0.98
H: 3.13 -1.76 0.51
H: 1.48 -1.51 1.14
H: 3.30 0.50 -1.32
H: 4.41 0.21 0.02
H: 4.44 2.53 -0.57
H: 3.82 2.32 1.08
H: 2.62 2.88 -2.28
H: 1.11 3.55 -1.60
H: 1.36 1.81 -1.58
Cl: -4.14 1.01 2.14
C: -2.71 1.93 2.60
C: -2.54 2.21 3.94
C: -1.43 2.92 4.37
C: -0.50 3.33 3.41
C: -0.69 3.04 2.08
C: -1.81 2.33 1.59
C: -1.99 2.09 0.18
H: -3.29 1.87 4.65
H: -1.30 3.15 5.42
H: 0.39 3.88 3.72
H: 0.06 3.34 1.35
H: -1.49 2.83 -0.45
H: -3.01 1.87 -0.14
C: -3.25 -2.63 2.07
C: -3.61 -2.70 0.62
C: -4.55 -3.45 -0.05
C: -4.39 -3.10 -1.41
N: -3.43 -2.21 -1.55
N: -2.97 -1.98 -0.31
C: -5.17 -3.58 -2.59
H: -3.92 -3.26 2.65
H: -3.31 -1.61 2.44
H: -2.22 -2.98 2.23
H: -5.26 -4.15 0.38
H: -2.25 -1.25 -0.13
H: -5.42 -4.64 -2.50
H: -4.58 -3.44 -3.50
H: -6.10 -3.02 -2.71

Values from the calculation:
- Energy: -44243.59525 eV
- Energy relative to the best compared isomer or geometry (same formula, charge and spin): 13.0 kcal/mol
- HOMO level: -2.1 eV
- Charge: -1
- Spin multiplicity: 1

Record 2
2 unconnected molecules or ions with the total composition C2H3N2O2S in a non-equilibrium geometry, computed with wB97M-V/def2-TZVPD.

Atoms and positions in Å:
C: -0.09 -1.08 -0.19
C: -1.22 -0.36 0.10
N: 0.85 -3.23 -0.60
N: 0.23 -2.25 -0.49
O: 1.42 0.99 0.29
O: -0.91 0.96 0.16
S: -2.87 -0.59 0.27
H: 0.91 0.25 0.06
H: 0.75 1.65 0.14
H: -1.44 1.32 0.86

Values from the calculation:
- Energy: -20031.29202 eV
- Energy relative to the best compared isomer or geometry (same formula, charge and spin): 54.5 kcal/mol
- HOMO level: -3.8 eV
- Charge: -1
- Spin multiplicity: 1

Record 3
A molecular structure, C26H32CrNO6 in a non-equilibrium geometry, computed with wB97M-V/def2-TZVPD.

Atoms and positions in Å:
O: 0.11 -0.24 -4.92
C: 0.12 1.10 -5.49
C: 0.09 0.60 -6.93
H: 1.04 1.62 -5.19
H: -0.78 1.66 -5.20
C: 0.11 -0.80 -6.27
H: 1.00 0.84 -7.48
H: -0.84 0.83 -7.45
C: 1.39 -1.55 -6.58
H: 2.27 -0.92 -6.37
H: 1.42 -1.82 -7.64
H: 1.46 -2.48 -5.99
C: -1.14 -1.63 -6.50
H: -2.04 -1.08 -6.22
H: -1.09 -2.54 -5.89
H: -1.24 -1.94 -7.55
Cr: -0.57 -0.90 1.57
C: -2.52 -1.02 2.60
C: -2.02 0.31 2.80
C: -1.82 0.91 1.51
H: -1.93 0.81 3.77
C: -2.23 -0.04 0.50
C: -2.64 -1.25 1.18
H: -3.00 -2.17 0.72
H: -2.85 -1.68 3.40
H: -1.47 1.93 1.37
H: -2.36 0.19 -0.56
C: 0.78 -2.32 2.93
C: -0.05 -3.05 2.02
C: 0.29 -2.66 0.67
H: -0.73 -3.86 2.31
C: 1.36 -1.66 0.76
C: 1.67 -1.50 2.17
H: 2.51 -0.96 2.57
H: 0.85 -2.45 4.01
H: -0.08 -3.11 -0.25
H: 1.89 -1.18 -0.06
O: 1.60 0.78 -2.62
C: 0.36 0.08 -2.44
C: -0.80 1.10 -2.45
H: 0.36 -0.44 -1.46
H: 0.26 -0.69 -3.21
C: -0.12 2.48 -2.56
H: -1.27 1.07 -1.46
H: -1.58 0.92 -3.19
C: 1.31 2.12 -2.13
H: -0.59 3.20 -1.87
H: -0.17 2.87 -3.59
H: 1.31 2.09 -1.02
H: 2.08 2.82 -2.49
O: 0.40 3.09 3.01
C: 0.76 1.92 3.25
O: 1.08 1.00 2.41
C: 0.81 1.51 4.73
C: 1.69 0.51 5.20
C: 1.59 0.02 6.49
C: 0.59 0.52 7.35
C: -0.21 1.61 6.95
C: -0.07 2.11 5.65
N: 0.28 -0.15 8.57
O: 0.96 -1.16 8.90
O: -0.66 0.28 9.28
H: 2.47 0.12 4.55
H: 2.24 -0.77 6.86
H: -0.94 2.02 7.64
H: -0.66 2.98 5.35

Values from the calculation:
- Energy: -69671.72448 eV
- Energy relative to the best compared isomer or geometry (same formula, charge and spin): 0.0 kcal/mol
- HOMO level (alpha / beta): -8.5 / -8.6 eV
- Charge: 0
- Spin multiplicity: 4